ORCA calculation (ωB97M-V/def2-TZVPD) on a single C21H34N4O6 molecule.

ORCA input file:
```
! wB97M-V def2-TZVPD RIJCOSX def2/J DEFGRID3
* xyz 0 1
C -5.65 0.00 -0.39
C -5.00 0.35 0.95
C -6.06 0.88 1.92
C -3.88 1.38 0.77
C -2.49 0.75 0.67
N -1.48 1.78 0.58
C -0.24 1.51 0.16
O 0.14 0.37 -0.10
C 0.62 2.70 0.09
N 0.11 3.93 0.42
C 1.08 4.78 0.28
N 2.22 4.18 -0.12
C 1.96 2.84 -0.25
C 3.07 1.96 -0.67
O 4.19 2.44 -0.81
N 2.74 0.69 -0.89
C 3.74 -0.30 -1.22
C 3.70 -1.52 -0.29
O 4.50 -2.42 -0.38
O 2.69 -1.43 0.55
C 2.37 -2.48 1.50
C 2.09 -3.79 0.75
C 1.11 -1.97 2.20
C 3.52 -2.66 2.49
C -2.36 -0.15 -0.57
O -2.37 0.29 -1.69
O -2.28 -1.41 -0.21
C -2.04 -2.47 -1.18
C -3.21 -2.58 -2.15
C -1.92 -3.73 -0.33
C -0.73 -2.19 -1.92
H -6.36 -0.82 -0.27
H -6.18 0.86 -0.78
H -4.90 -0.30 -1.11
H -4.57 -0.56 1.38
H -6.87 0.16 2.02
H -5.64 1.06 2.90
H -6.49 1.81 1.54
H -4.06 1.97 -0.13
H -3.86 2.06 1.63
H -2.29 0.12 1.55
H -1.72 2.75 0.72
H 1.00 5.83 0.45
H 3.13 4.56 -0.31
H 1.80 0.37 -0.66
H 3.60 -0.67 -2.24
H 4.73 0.17 -1.16
H 2.99 -4.14 0.25
H 1.76 -4.55 1.45
H 1.31 -3.63 0.01
H 1.36 -1.10 2.80
H 0.69 -2.74 2.83
H 0.38 -1.66 1.45
H 3.23 -3.38 3.26
H 3.76 -1.71 2.96
H 4.41 -3.03 1.98
H -3.30 -1.67 -2.74
H -3.04 -3.42 -2.83
H -4.14 -2.75 -1.61
H -1.72 -4.59 -0.95
H -2.85 -3.90 0.22
H -1.12 -3.62 0.40
H -0.85 -1.36 -2.61
H 0.05 -1.92 -1.21
H -0.43 -3.08 -2.48
*
```

The calculation puts the HOMO-LUMO gap at 0.3621 hartree. Its molar mass is 438.5 u. The SMILES is CC(C)C[C@H](NC(=O)c1nc[nH]c1C(=O)NCC(=O)OC(C)(C)C)C(=O)OC(C)(C)C. The calculation puts the total energy at -1491.2039 Eh.

=====

ORCA calculation (ωB97M-V/def2-TZVPD) on 6 unconnected molecules or ions with the total composition C21H34O16 at a distorted geometry.

ORCA input file:
```
! wB97M-V def2-TZVPD RIJCOSX def2/J DEFGRID3
* xyz 0 1
C 2.45 -3.64 2.95
C 3.45 -3.02 3.94
C 3.44 -3.56 5.42
O 4.53 -4.55 5.38
C 5.33 -4.26 4.32
O 6.49 -4.62 4.21
O 4.72 -3.41 3.46
H 2.59 -3.02 2.06
H 1.47 -3.42 3.36
H 2.57 -4.68 2.67
H 3.48 -1.94 3.81
H 2.47 -4.02 5.59
H 3.68 -2.88 6.23
C 1.47 -0.57 -1.98
C 2.71 0.16 -1.67
C 3.68 0.32 -2.83
O 4.02 1.75 -2.78
C 3.19 2.36 -1.98
O 3.21 3.56 -1.85
O 2.33 1.55 -1.46
H 1.09 -0.89 -1.01
H 1.60 -1.40 -2.68
H 0.82 0.09 -2.54
H 3.14 -0.25 -0.76
H 3.09 -0.08 -3.66
H 4.58 -0.29 -2.78
C 0.32 1.51 1.35
C 0.37 -0.01 1.77
C 0.20 -0.28 3.26
O -1.22 -0.49 3.34
C -1.65 -0.91 2.11
O -2.78 -1.29 1.83
O -0.67 -0.84 1.25
H -0.60 2.02 1.61
H 0.36 1.58 0.26
H 1.22 2.04 1.68
H 1.32 -0.36 1.37
H 0.43 0.58 3.89
H 0.66 -1.21 3.61
C -3.51 3.69 -3.13
C -1.97 4.00 -2.77
C -1.47 3.07 -1.57
O -0.17 2.83 -2.10
C -0.16 2.90 -3.44
O 0.88 2.68 -4.07
O -1.34 3.46 -3.91
H -3.83 4.23 -4.02
H -4.28 4.00 -2.43
H -3.64 2.61 -3.15
H -1.80 5.07 -2.71
H -2.09 2.19 -1.44
H -1.38 3.71 -0.69
C -1.84 -3.04 -1.66
C -2.80 -2.18 -2.32
C -2.96 -0.90 -1.50
O -2.92 0.12 -2.50
C -2.73 -0.43 -3.70
O -2.77 0.29 -4.72
O -2.60 -1.81 -3.64
H -2.03 -3.13 -0.58
H -0.83 -2.67 -1.82
H -1.85 -4.07 -2.03
H -3.79 -2.64 -2.26
H -2.19 -0.86 -0.74
H -3.94 -0.95 -1.02
C -3.58 2.34 2.09
O -3.47 3.15 0.85
H -2.69 2.42 2.70
H -4.37 2.86 2.63
H -3.97 1.34 1.90
H -3.44 4.09 1.02
*
```

The calculation puts the HOMO-LUMO gap at 0.3752 hartree. Its molar mass is 542.5 u. The SMILES is C[C@H]1COC(=O)O1.C[C@H]1COC(=O)O1.C[C@H]1COC(=O)O1.C[C@H]1COC(=O)O1.C[C@H]1COC(=O)O1.CO. The calculation puts the total energy at -2024.4003 Eh.